Entry 1:
A molecular structure, C6H11NO, computed with ωB97M-V/def2-TZVPD.

Structure (XYZ):
```
19
Properties=species:S:1:pos:R:3:forces:R:3:mulliken_charge:R:1
C -0.567 -2.198 0.612 -0.1 0.0 -0.2 -0.991
C 1.196 2.053 -0.762 -0.1 -0.2 0.2 -1.260
C -1.813 0.504 0.218 0.3 -0.2 0.1 -1.432
C 1.099 -0.532 -0.236 -0.2 0.5 0.0 0.080
C 0.712 0.754 -0.232 0.0 0.2 -0.2 0.266
C -0.395 0.384 0.742 0.1 0.1 -0.2 0.361
O 2.034 -1.304 -0.834 -0.2 -0.1 0.3 -0.536
N 0.198 -0.985 0.738 0.4 -0.5 0.3 -0.058
H 2.636 -0.738 -1.328 -0.1 0.0 0.0 0.319
H -0.313 0.828 1.739 0.1 0.0 0.0 0.275
H 0.136 -3.025 0.526 -0.1 -0.1 0.0 0.351
H -1.163 -2.332 1.514 0.0 -0.1 0.0 0.299
H -1.231 -2.212 -0.262 0.0 -0.1 0.0 0.322
H 0.408 2.560 -1.321 0.0 0.1 -0.1 0.294
H 2.045 1.902 -1.426 0.1 0.1 -0.1 0.326
H 1.505 2.714 0.049 0.1 0.1 0.0 0.271
H -2.513 -0.009 0.875 -0.2 0.0 0.1 0.351
H -2.088 1.555 0.169 -0.1 0.1 0.0 0.384
H -1.887 0.082 -0.781 0.0 0.0 -0.1 0.378
```
Positions in Å, forces in eV/Å.

Charge   0
Energy relative to the best compared isomer or geometry (same formula, charge and spin)   47.7 kcal per mole
Orbital gap   8.1510 eV
LUMO energy   0.7 eV
Molar mass   113.2 u

=====

Entry 2:
A molecular structure, C23H35N3O5ReS at a distorted geometry, computed with ωB97M-V/def2-TZVPD.

Structure (XYZ):
```
68
Properties=species:S:1:pos:R:3:forces:R:3:mulliken_charge:R:1
Re -0.675 0.538 -0.067 0.6 -0.9 0.9 2.201
C 0.477 -3.890 1.306 0.0 0.1 0.0 -2.151
C 0.471 -2.384 1.411 0.0 -0.3 0.0 1.014
C 1.552 -1.627 1.009 0.3 0.2 0.0 1.573
C 2.741 -2.298 0.380 0.0 0.0 0.0 -2.498
C 1.580 -0.211 1.232 0.2 -0.2 -0.4 1.410
C 2.850 0.522 0.893 0.0 0.0 0.0 -2.468
C 0.561 0.409 1.984 0.5 0.3 0.3 0.662
C 0.771 1.706 2.732 0.1 0.0 0.0 -1.983
C -0.591 -0.333 2.272 -0.6 -0.7 -0.2 0.131
C -1.650 0.249 3.178 0.0 0.1 0.0 -1.983
C -0.655 -1.720 1.902 -0.3 0.3 0.4 2.046
C -1.925 -2.478 2.119 0.0 0.0 -0.1 -2.694
H 0.040 -4.236 0.364 0.0 0.0 0.0 0.259
H -0.104 -4.338 2.109 0.0 0.0 0.0 0.479
H 1.484 -4.291 1.376 0.0 0.0 0.0 0.485
H 3.278 -1.647 -0.306 0.0 0.0 0.0 0.413
H 2.448 -3.199 -0.156 0.0 0.0 0.0 0.567
H 3.460 -2.598 1.148 0.0 0.0 0.0 0.391
H 3.674 0.136 1.499 0.0 0.0 0.0 0.521
H 2.788 1.589 1.074 0.0 0.0 0.0 0.374
H 3.126 0.384 -0.151 0.0 0.0 0.0 0.449
H -0.150 2.275 2.829 0.0 0.0 0.0 0.555
H 1.529 2.346 2.292 0.0 0.0 0.0 0.352
H 1.106 1.458 3.742 0.0 0.0 0.0 0.425
H -2.166 1.096 2.724 0.0 0.0 0.0 0.273
H -1.181 0.610 4.095 0.0 -0.1 0.0 0.422
H -2.398 -0.484 3.455 0.0 0.0 0.0 0.465
H -1.992 -2.825 3.155 0.0 0.0 0.0 0.404
H -1.983 -3.350 1.472 0.0 0.0 0.0 0.470
H -2.797 -1.854 1.930 0.0 0.0 0.0 0.515
N -2.028 1.174 -1.661 0.4 0.0 -0.6 -0.614
C -3.324 0.450 -1.678 0.2 0.3 -0.3 -0.594
C -3.502 -0.214 -0.353 0.3 -0.2 0.8 0.513
O -4.435 -0.881 -0.047 0.0 -0.1 0.0 -0.535
O -2.459 0.043 0.482 -0.7 0.3 -0.4 -0.776
H -2.191 2.165 -1.506 0.0 0.1 0.0 0.391
H -1.577 1.091 -2.570 -0.1 0.1 0.0 0.341
H -3.332 -0.302 -2.464 0.0 0.0 0.0 0.273
H -4.153 1.132 -1.850 0.0 0.0 -0.1 0.483
C -0.340 6.106 1.249 0.1 -0.1 -0.1 -0.881
N 0.077 4.859 0.574 0.1 0.1 0.0 0.075
C 1.151 4.813 -0.236 -0.1 0.1 0.1 0.214
C 1.569 3.677 -0.879 0.1 0.0 0.0 -1.336
C 0.789 2.555 -0.620 -0.2 -0.2 -0.3 0.608
O 0.899 1.324 -1.105 -0.5 0.4 -0.3 -0.615
N -0.263 2.593 0.189 -0.5 0.2 0.4 0.200
C -0.708 3.721 0.834 0.0 0.1 0.0 -0.073
O -1.674 3.751 1.556 0.1 0.0 -0.1 -0.591
H 0.303 6.911 0.907 0.0 0.0 0.0 0.323
H -0.254 5.985 2.325 0.0 0.0 0.0 0.331
H -1.376 6.318 1.004 0.0 0.0 0.0 0.328
H 1.673 5.752 -0.365 0.0 0.0 0.0 0.440
H 2.420 3.661 -1.541 0.0 0.0 0.0 0.576
O -0.485 -1.345 -1.034 0.2 -0.2 -0.1 -0.607
S -0.461 -1.417 -2.595 -0.2 0.2 0.2 0.228
C -0.730 -3.153 -2.958 -0.1 -0.1 -0.1 -0.345
C 0.279 -3.483 -4.052 0.1 0.0 0.0 -0.785
C 1.601 -2.836 -3.625 -0.1 0.0 0.0 -0.664
C 1.271 -1.423 -3.124 0.1 -0.1 0.0 -0.079
H -1.773 -3.298 -3.234 0.0 0.0 0.0 0.497
H -0.522 -3.668 -2.017 0.0 0.0 0.0 -0.042
H -0.056 -3.085 -5.012 0.0 0.0 0.0 0.328
H 0.366 -4.562 -4.162 0.0 0.0 0.0 0.405
H 2.307 -2.791 -4.452 0.0 0.0 0.0 0.408
H 2.066 -3.418 -2.828 0.0 0.0 0.0 0.226
H 1.362 -0.663 -3.899 0.0 0.0 0.0 0.624
H 1.839 -1.095 -2.254 0.1 0.0 0.0 -0.355
```
Positions in Å, forces in eV/Å.

Charge   +2
Energy relative to the best compared isomer or geometry (same formula, charge and spin)   6.1 kcal per mole
Orbital gap (spin up / spin down)   6.8799 / 6.9988 eV
LUMO energy (spin up / spin down)   -7.6 / -7.2 eV
Molar mass   651.8 u
⟨S²⟩   0.801
Spin multiplicity   2

=====

Entry 3:
A molecular structure, C4H5BrCl4FNO4S, computed with ωB97M-V/def2-TZVPD.

Structure (XYZ):
```
21
Properties=species:S:1:pos:R:3:forces:R:3:mulliken_charge:R:1
O -0.953 1.872 -3.052 -0.2 -0.1 -0.1 -0.435
C -1.057 0.782 -2.587 0.0 0.1 0.1 0.512
O -1.073 -0.341 -3.392 0.1 0.2 -0.1 -0.495
C -1.276 0.491 -1.110 0.0 -0.2 0.0 -0.908
C 0.013 0.375 -0.272 -0.2 -0.2 0.0 0.000
N 0.286 1.570 0.560 0.5 0.1 -0.1 -0.324
Br 1.609 1.113 1.839 -0.1 0.2 -0.1 0.044
S 0.871 2.899 -0.313 -0.2 -0.2 0.1 1.191
O 1.559 2.475 -1.476 -0.1 0.0 -0.1 -0.506
O 1.404 3.855 0.575 0.0 0.1 0.1 -0.548
F -0.527 3.418 -0.749 0.1 0.0 0.0 -0.177
H -0.260 -0.849 -3.286 0.0 -0.1 0.1 0.339
H -1.781 -0.471 -1.032 -0.1 0.1 0.0 0.355
H -1.939 1.248 -0.693 0.1 0.1 0.0 0.397
H -0.141 -0.430 0.441 0.0 0.1 0.1 0.157
H 0.885 0.107 -0.875 0.0 0.1 0.0 0.462
C 0.476 -3.627 3.087 0.0 0.0 0.0 0.293
Cl -0.717 -3.500 4.380 0.0 0.0 0.0 -0.094
Cl 1.899 -4.488 3.673 0.0 0.0 0.0 -0.095
Cl -0.224 -4.499 1.719 0.0 0.0 0.0 -0.109
Cl 0.946 -2.000 2.562 0.0 -0.2 0.1 -0.058
```
Positions in Å, forces in eV/Å.

Charge   0
Orbital gap   10.0162 eV
LUMO energy   -0.7 eV
Molar mass   403.9 u

=====

Entry 4:
C16H28N2O2 in the gas phase, computed with ωB97M-V/def2-TZVPD.

Structure (XYZ):
```
48
Properties=species:S:1:pos:R:3:forces:R:3:mulliken_charge:R:1
O -0.381 3.508 -2.453 -0.1 0.4 -0.1 -0.728
C 0.073 2.473 -2.000 0.5 0.1 0.0 0.239
N -0.687 1.383 -1.771 -0.1 -0.3 0.0 0.128
C -2.105 1.383 -2.037 -0.1 0.1 0.1 -1.052
C -2.941 1.025 -0.794 -0.2 -0.1 -0.2 -0.374
C -3.739 -0.268 -0.963 0.3 0.0 0.1 -0.875
C -2.848 -1.510 -1.039 -0.3 0.1 -0.2 -0.656
N -2.182 -1.780 0.216 -0.3 0.0 0.0 -0.108
C -0.860 -1.606 0.407 -0.4 -0.4 0.6 0.099
O -0.118 -1.219 -0.479 0.4 0.2 -0.3 -0.775
C -0.381 -1.899 1.816 0.2 0.1 -0.2 0.324
C -0.221 -0.593 2.610 -0.1 -0.1 0.2 -0.251
C 0.779 -0.971 3.696 0.1 0.1 -0.1 -0.810
C 1.813 -1.804 2.939 0.0 0.0 0.1 -0.464
C 1.017 -2.542 1.849 0.0 -0.1 -0.1 -1.027
C 1.544 2.324 -1.646 -0.1 0.2 -0.1 0.199
C 1.775 1.981 -0.156 0.0 0.0 0.2 -0.974
C 2.589 0.683 -0.145 0.2 0.0 0.1 0.176
C 3.322 0.698 -1.482 -0.1 -0.1 0.0 -0.911
C 2.250 1.210 -2.439 0.2 0.0 0.0 -0.790
H -0.280 0.535 -1.393 0.0 0.1 0.0 0.104
H -2.327 0.684 -2.852 0.0 0.1 0.0 0.416
H -2.340 2.392 -2.384 0.0 -0.2 0.0 0.471
H -3.635 1.836 -0.573 0.0 0.0 0.1 0.367
H -2.273 0.926 0.064 0.0 0.1 0.1 0.204
H -4.335 -0.211 -1.875 -0.1 0.0 0.0 0.356
H -4.429 -0.380 -0.123 -0.1 0.0 0.0 0.422
H -2.063 -1.373 -1.785 -0.1 -0.1 0.0 0.261
H -3.449 -2.383 -1.313 0.1 0.1 0.0 0.394
H -2.764 -2.049 0.994 0.2 0.0 0.0 0.295
H -1.105 -2.543 2.324 0.0 0.0 0.0 0.485
H -1.168 -0.226 3.007 0.0 0.1 0.0 0.357
H 0.212 0.174 1.965 0.0 0.1 -0.1 -0.166
H 1.218 -0.100 4.180 0.0 0.0 0.1 0.412
H 0.286 -1.578 4.458 0.0 0.0 0.1 0.332
H 2.342 -2.493 3.594 0.1 0.0 0.0 0.363
H 2.548 -1.143 2.480 0.1 0.0 0.0 0.094
H 1.496 -2.430 0.877 0.0 -0.1 0.0 0.241
H 0.940 -3.608 2.063 0.0 0.0 0.0 0.471
H 2.007 3.286 -1.878 -0.1 -0.1 0.0 0.481
H 2.332 2.785 0.325 0.0 0.0 0.0 0.366
H 0.831 1.872 0.379 0.0 0.0 0.1 0.316
H 1.918 -0.176 -0.118 0.0 0.0 0.1 -0.301
H 3.266 0.629 0.707 0.0 -0.1 0.1 0.517
H 4.160 1.397 -1.446 0.1 0.0 0.0 0.334
H 3.700 -0.283 -1.765 0.1 0.0 0.0 0.392
H 1.553 0.402 -2.665 0.0 0.0 0.0 0.231
H 2.660 1.580 -3.377 -0.1 0.0 -0.1 0.415
```
Positions in Å, forces in eV/Å.

Charge   0
Energy relative to the best compared isomer or geometry (same formula, charge and spin)   0.0 kcal per mole
Structure (SMILES)   O=C(NCCCCNC(=O)C1CCCC1)C1CCCC1
Orbital gap   9.5740 eV
LUMO energy   0.6 eV
Molar mass   280.4 u

=====

Entry 5:
2 unconnected molecules or ions with the total composition CH8N5 at a distorted geometry, computed with ωB97M-V/def2-TZVPD.

Structure (XYZ):
```
14
Properties=species:S:1:pos:R:3:forces:R:3:mulliken_charge:R:1
C -0.678 -0.700 -0.629 -4.3 0.7 1.9 0.581
N 0.516 -0.806 -0.059 -2.4 0.3 1.2 -0.277
N -1.761 -0.293 0.203 1.2 -0.5 -3.2 -0.361
N -0.996 -1.079 -1.895 1.3 0.2 1.1 -0.346
N 1.621 1.824 0.941 -0.4 3.6 -2.9 -0.197
N 0.887 0.997 1.612 0.7 -3.0 2.9 -0.446
H 1.220 -1.396 -0.374 1.9 -0.6 -1.6 0.257
H -1.549 0.014 1.161 -0.1 -0.2 -0.6 0.290
H -2.700 -0.118 -0.295 2.2 -0.2 1.5 0.279
H -1.815 -1.576 -2.229 0.0 0.3 0.4 0.259
H -0.168 -1.064 -2.450 0.2 -0.5 -0.9 0.251
H 1.147 2.700 0.489 1.4 -2.4 1.3 0.255
H 2.616 1.772 0.989 0.6 0.5 0.0 0.228
H 1.627 0.315 2.076 -2.2 1.5 -0.9 0.228
```
Positions in Å, forces in eV/Å.

Charge   +1
Energy relative to the best compared isomer or geometry (same formula, charge and spin)   64.2 kcal per mole
Orbital gap (spin up / spin down)   7.6387 / 6.2020 eV
LUMO energy (spin up / spin down)   -3.3 / -7.8 eV
Molar mass   90.1 u
⟨S²⟩   2.014
Spin multiplicity   3

=====

Entry 6:
A molecular structure, C46H74AlBN9OS at a distorted geometry, computed with ωB97M-V/def2-TZVPD.

Structure (XYZ):
```
133
Properties=species:S:1:pos:R:3:forces:R:3:mulliken_charge:R:1
C 2.780 -0.658 1.471 -0.7 0.4 -0.3 -1.007
C 1.662 0.219 0.882 0.2 -0.7 -0.4 -0.261
C 0.486 -0.656 0.398 0.0 0.4 1.1 -0.545
C -0.878 -0.034 0.689 0.5 0.2 -1.3 -0.451
C -1.290 1.044 -0.357 -0.2 -0.2 1.1 -0.451
C -2.633 0.689 -0.980 0.5 0.1 -0.8 0.834
C -3.381 1.830 -1.659 0.2 0.0 0.4 -1.010
C -3.757 3.003 -0.747 -0.7 -0.2 -0.5 -0.637
C -5.118 2.822 -0.028 0.4 0.6 0.2 -0.359
C -5.016 2.551 1.485 0.5 -0.3 -0.5 -1.242
C -5.168 1.095 1.920 -0.5 0.5 0.6 0.179
C -6.508 0.440 1.585 0.0 -0.6 -0.4 -0.587
C -6.600 -0.281 0.212 -0.2 0.0 0.6 0.401
C -6.767 -1.821 0.299 0.7 0.0 -0.8 -1.179
Al -5.081 -2.688 -0.501 -0.3 0.3 0.0 -0.130
S -5.592 -4.478 -1.869 -0.3 -0.3 -0.1 -0.422
B -3.829 -3.203 1.141 0.6 -0.2 -0.1 0.537
N -3.654 -2.287 2.308 -0.4 -0.2 0.3 -0.952
O -3.134 -4.422 1.238 -0.8 -0.1 0.3 -0.413
H 2.502 -0.948 2.482 0.2 -0.1 0.1 0.412
H 2.819 -1.556 0.861 0.4 -0.2 0.0 -0.074
H 3.731 -0.132 1.467 0.2 -0.1 0.1 0.310
H 1.322 0.933 1.627 0.0 0.3 0.0 0.321
H 2.054 0.737 0.010 0.1 0.5 0.1 0.191
H 0.613 -0.855 -0.663 -0.1 -0.3 -0.1 0.314
H 0.525 -1.591 0.958 0.1 -0.3 -0.2 0.338
H -1.616 -0.830 0.642 -0.2 -0.1 0.3 -0.315
H -0.833 0.425 1.673 -0.3 -0.2 0.3 0.508
H -1.360 1.983 0.188 0.1 0.3 -0.2 0.176
H -0.507 1.141 -1.105 0.0 0.1 -0.2 0.470
H -2.421 -0.044 -1.757 -0.2 -0.3 0.0 0.218
H -3.265 0.166 -0.273 -0.2 0.1 0.2 -0.781
H -4.297 1.407 -2.071 -0.1 0.0 -0.2 0.376
H -2.796 2.195 -2.506 0.1 0.0 0.0 0.317
H -2.972 3.241 -0.034 0.1 0.0 0.1 0.380
H -3.851 3.878 -1.392 0.1 0.2 0.0 0.218
H -5.662 3.758 -0.152 -0.1 0.1 0.0 0.397
H -5.696 2.069 -0.553 -0.1 -0.2 0.1 0.263
H -4.018 2.873 1.786 0.1 0.1 0.2 0.502
H -5.702 3.196 2.030 -0.3 -0.1 0.1 0.349
H -5.087 1.098 3.011 0.1 0.0 0.1 0.417
H -4.322 0.505 1.579 0.0 -0.2 -0.3 -0.462
H -7.326 1.154 1.662 0.0 0.3 0.1 -0.238
H -6.714 -0.307 2.350 0.0 -0.1 0.1 0.708
H -7.440 0.150 -0.337 0.0 0.1 -0.2 0.326
H -5.701 -0.041 -0.352 0.1 0.1 -0.2 -0.441
H -7.585 -2.128 -0.353 -0.3 -0.1 0.1 0.428
H -6.979 -2.163 1.310 -0.2 0.0 0.1 0.399
H -4.437 -1.568 -1.464 0.1 0.0 -0.2 -0.110
H -4.446 -4.592 -2.557 0.0 0.2 0.1 -0.075
H -2.979 -1.566 2.060 0.2 -0.2 0.2 0.372
H -4.514 -1.780 2.500 0.1 0.1 -0.2 0.293
H -3.399 -4.812 2.093 0.8 0.3 -0.1 0.203
N -1.446 -5.000 -3.903 0.1 0.0 0.0 0.143
C -0.636 -4.961 -5.005 0.0 0.0 0.0 -0.611
C -0.110 -3.698 -5.093 0.0 0.0 0.0 -0.781
C -0.623 -2.947 -4.000 0.1 0.0 0.0 -0.252
C -1.442 -3.780 -3.284 -0.1 0.0 0.2 -1.365
H -1.968 -5.801 -3.592 -0.1 0.1 0.0 0.227
H -0.504 -5.829 -5.628 0.0 0.0 0.0 0.435
H 0.566 -3.351 -5.857 0.0 0.0 0.0 0.400
H -0.417 -1.916 -3.765 0.0 0.0 0.0 0.613
H -2.023 -3.611 -2.390 -0.1 0.1 -0.1 1.136
N -4.409 4.318 -5.942 0.0 0.0 0.0 -0.022
C -4.139 4.379 -4.603 0.0 0.0 0.0 -0.519
C -2.949 5.039 -4.446 0.0 0.0 0.0 -0.112
C -2.487 5.392 -5.743 0.0 0.0 0.0 -0.722
C -3.410 4.934 -6.645 0.0 0.0 0.0 -0.460
H -5.217 3.883 -6.347 0.0 0.0 0.0 0.188
H -4.810 3.948 -3.881 0.0 0.0 0.0 0.438
H -2.464 5.243 -3.506 0.0 0.0 0.0 0.469
H -1.580 5.921 -5.985 0.0 0.0 0.0 0.377
H -3.441 4.992 -7.719 0.0 0.0 0.0 0.376
N -11.467 2.376 1.030 0.0 0.0 0.0 0.025
C -11.137 2.404 2.357 0.0 0.0 0.0 -0.546
C -9.892 2.962 2.468 0.0 0.0 0.0 -0.495
C -9.456 3.287 1.156 0.0 0.1 0.0 -0.028
C -10.449 2.915 0.291 0.0 0.0 0.0 -0.752
H -12.322 2.012 0.654 0.0 0.0 0.0 0.183
H -11.812 2.022 3.104 0.0 0.0 0.0 0.391
H -9.352 3.118 3.386 0.0 0.0 0.0 0.397
H -8.517 3.738 0.879 0.0 0.0 0.0 0.440
H -10.517 2.984 -0.781 0.0 0.0 0.0 0.381
N 0.568 -4.951 -0.720 0.1 -0.1 0.0 0.169
C 1.619 -4.109 -0.493 0.0 0.0 0.0 -0.344
C 2.224 -4.499 0.675 0.0 0.0 0.0 -0.306
C 1.505 -5.621 1.168 0.0 -0.1 0.0 -0.856
C 0.491 -5.875 0.282 0.0 0.0 0.0 -0.524
H -0.053 -4.894 -1.509 0.0 0.1 0.0 0.204
H 1.847 -3.309 -1.178 0.0 0.0 0.0 0.416
H 3.085 -4.032 1.125 0.0 0.0 0.0 0.457
H 1.708 -6.176 2.068 0.0 0.0 0.0 0.388
H -0.278 -6.628 0.281 0.0 0.0 0.0 0.412
N 5.798 3.467 -0.217 0.0 0.0 0.0 0.025
C 6.521 3.107 0.886 0.0 0.0 0.0 -0.751
C 5.635 2.851 1.899 0.0 0.0 0.0 0.149
C 4.327 3.063 1.385 0.0 0.0 0.0 -0.643
C 4.461 3.440 0.077 0.0 0.0 0.0 -0.587
H 6.187 3.714 -1.108 0.0 0.0 0.0 0.181
H 7.597 3.063 0.857 0.0 0.0 0.0 0.406
H 5.895 2.543 2.896 0.0 0.0 0.0 0.358
H 3.397 2.947 1.915 0.0 0.0 0.0 0.433
H 3.723 3.688 -0.666 0.0 0.0 0.0 0.417
N 4.837 -0.188 -3.878 0.0 0.0 0.0 0.048
C 3.749 -0.817 -4.424 0.0 0.0 0.0 -0.721
C 3.354 -1.800 -3.557 0.0 0.0 0.0 -0.221
C 4.236 -1.760 -2.443 0.0 0.0 0.1 -0.346
C 5.139 -0.756 -2.669 0.0 0.0 0.0 -0.766
H 5.336 0.572 -4.301 0.0 0.0 0.0 0.178
H 3.352 -0.511 -5.377 0.0 0.0 0.0 0.391
H 2.524 -2.473 -3.702 0.0 0.0 0.0 0.538
H 4.209 -2.397 -1.574 0.0 0.0 0.0 0.481
H 5.963 -0.397 -2.076 0.0 0.0 0.0 0.424
N 7.469 1.722 5.151 0.0 0.0 0.0 0.027
C 8.671 1.638 5.796 0.0 0.0 0.0 -0.784
C 9.154 0.370 5.611 0.0 0.0 0.1 -0.120
C 8.205 -0.337 4.820 0.0 0.0 0.0 -0.601
C 7.178 0.529 4.551 0.0 0.0 0.0 -0.549
H 6.886 2.539 5.123 0.0 0.0 0.0 0.218
H 9.076 2.481 6.328 0.0 0.0 0.0 0.405
H 10.084 -0.009 6.003 0.0 0.0 0.1 0.439
H 8.268 -1.360 4.487 0.0 0.0 0.0 0.479
H 6.269 0.397 3.989 0.0 0.0 0.0 0.584
N 11.421 -0.880 3.655 0.0 0.0 -0.1 0.125
C 11.849 -0.942 2.359 0.0 0.0 0.0 -0.472
C 13.074 -1.557 2.348 0.0 0.0 0.0 -0.496
C 13.395 -1.882 3.692 0.0 0.0 0.0 -0.570
C 12.353 -1.453 4.473 0.0 0.0 0.0 -0.252
H 10.551 -0.475 3.960 0.0 0.0 -0.1 0.152
H 11.248 -0.545 1.559 0.0 0.0 0.0 0.355
H 13.672 -1.753 1.473 0.0 0.0 0.0 0.383
H 14.286 -2.374 4.045 0.0 0.0 0.0 0.381
H 12.198 -1.507 5.537 0.0 0.0 0.0 0.312
```
Positions in Å, forces in eV/Å.

Charge   -1
Orbital gap   5.6533 eV
LUMO energy   1.7 eV
Molar mass   839.0 u